Record 1
9 unconnected molecules or ions with the total composition C59H52O20, computed with ωB97M-V with the def2-TZVPD basis set.

Last column: Löwdin charge in e.
Positions of all 131 atoms, in Å:
C: 9.7369 -1.9337 2.3033  -0.1296
O: 9.8075 -2.8005 1.1174  -0.2563
C: 8.4787 -3.1264 0.5781  -0.2251
C: 7.6858 -4.3150 1.4436  -0.1576
C: 6.2074 -4.4681 0.6884  -0.2031
C: 5.2712 -5.6610 1.3114  -0.1947
C: 4.0101 -5.0722 2.2299  -0.1994
C: 2.5458 -5.3758 1.5132  -0.1981
C: 2.0593 -4.0419 0.6865  -0.1300
C: 0.4346 -3.7659 0.7325  -0.2001
C: 0.0777 -2.1889 1.1335  -0.1096
O: -0.4571 -2.1280 2.5270  -0.0458
C: -1.1447 -3.4552 2.6230  -0.2111
O: -2.2721 -3.6163 3.3247  0.0215
O: -0.3691 -4.4140 1.8076  -0.0246
H: 10.1822 -2.5461 3.2044  0.1002
H: 10.4341 -0.9877 2.0981  0.1040
H: 8.6651 -1.5568 2.5822  0.0892
H: 7.7511 -2.2172 0.4625  0.1110
H: 8.6341 -3.5930 -0.5078  0.1135
H: 8.3501 -5.2895 1.3186  0.1183
H: 7.5719 -4.0263 2.5930  0.1208
H: 6.4651 -4.7298 -0.4448  0.0900
H: 5.7289 -3.3996 0.7048  0.0990
H: 4.7445 -6.1909 0.3810  0.1026
H: 5.8396 -6.4473 1.9672  0.1094
H: 4.0035 -5.6343 3.2770  0.1085
H: 4.1746 -3.9060 2.4175  0.1081
H: 1.8257 -5.7059 2.3780  0.1082
H: 2.5866 -6.2987 0.7585  0.1176
H: 2.3722 -4.1961 -0.4476  0.1277
H: 2.6378 -3.0693 1.0485  0.1169
H: 0.0546 -3.8804 -0.3751  0.1589
H: 0.8708 -1.3855 0.8154  0.1406
H: -0.8982 -1.9228 0.5015  0.1322
C: 6.6837 2.2773 1.3224  0.0258
C: 6.6109 0.9460 1.2292  0.0226
C: 5.5499 0.1866 1.9197  -0.3783
O: 5.4837 -1.0321 1.8365  0.0783
C: 4.5721 0.9550 2.7155  0.0239
C: 4.6449 2.2863 2.8088  0.0239
C: 5.7059 3.0457 2.1182  -0.3830
O: 5.7721 4.2644 2.2014  0.1027
H: 7.4559 2.8495 0.8229  0.1243
H: 7.3201 0.3681 0.6488  0.1166
H: 3.8000 0.3827 3.2150  0.1227
H: 3.9357 2.8642 3.3891  0.1238
C: -1.1601 1.4380 -2.0947  0.0161
C: -2.2218 2.0152 -2.6656  -0.0027
C: -3.3118 1.2080 -3.2481  -0.3653
O: -4.2830 1.7355 -3.7726  0.0802
C: -3.1841 -0.2610 -3.1738  0.0348
C: -2.1224 -0.8383 -2.6028  0.0312
C: -1.0323 -0.0310 -2.0204  -0.3726
O: -0.0612 -0.5585 -1.4959  0.0742
H: -0.3515 2.0154 -1.6634  0.1281
H: -2.3305 3.0914 -2.7273  0.1178
H: -3.9927 -0.8384 -3.6050  0.1251
H: -2.0137 -1.9145 -2.5411  0.1222
C: -8.3657 2.2952 -8.1987  0.0237
C: -8.8979 2.2404 -6.9739  0.0238
C: -8.0541 2.0315 -5.7808  -0.3727
O: -8.5406 1.9792 -4.6595  0.1082
C: -6.6003 1.8871 -5.9932  0.0185
C: -6.0681 1.9418 -7.2180  -0.0011
C: -6.9118 2.1508 -8.4112  -0.3914
O: -6.4254 2.2030 -9.5324  0.0940
H: -8.9704 2.4471 -9.0845  0.1231
H: -9.9623 2.3453 -6.8015  0.1231
H: -5.9956 1.7352 -5.1075  0.0897
H: -5.0037 1.8369 -7.3905  0.1273
C: -3.6252 3.0525 1.8578  0.0346
C: -4.1349 4.1872 2.3466  0.0281
C: -4.7090 5.2152 1.4562  -0.3717
O: -5.1740 6.2549 1.9025  0.0966
C: -4.6995 4.9401 0.0056  0.0345
C: -4.1898 3.8054 -0.4832  0.0320
C: -3.6157 2.7774 0.4073  -0.3598
O: -3.1507 1.7377 -0.0391  0.0893
H: -3.1996 2.2885 2.4969  0.1247
H: -4.1500 4.4034 3.4081  0.0780
H: -5.1251 5.7041 -0.6335  0.1248
H: -4.1747 3.5891 -1.5447  0.1021
C: -5.2121 -4.3711 8.1269  0.0166
C: -5.9431 -5.0146 7.2116  0.0174
C: -5.5476 -5.0325 5.7895  -0.3803
O: -6.2172 -5.6196 4.9508  0.0981
C: -4.3126 -4.3134 5.4185  0.0207
C: -3.5815 -3.6699 6.3337  0.0238
C: -3.9771 -3.6520 7.7558  -0.3868
O: -3.3075 -3.0649 8.5945  0.0913
H: -5.4884 -4.3475 9.1739  0.1198
H: -6.8511 -5.5473 7.4680  0.1202
H: -4.0362 -4.3370 4.3714  0.0939
H: -2.6736 -3.1372 6.0773  0.1177
C: -3.1730 6.9936 -6.1197  0.0211
C: -3.2643 7.2465 -7.4289  0.0234
C: -3.9598 6.3179 -8.3417  -0.3774
O: -4.0421 6.5476 -9.5405  0.1081
C: -4.5517 5.1008 -7.7518  0.0361
C: -4.4604 4.8480 -6.4426  0.0296
C: -3.7648 5.7765 -5.5298  -0.3783
O: -3.6826 5.5469 -4.3310  0.0876
H: -2.6657 7.6638 -5.4364  0.1218
H: -2.8361 8.1352 -7.8767  0.1234
H: -5.0590 4.4306 -8.4351  0.1100
H: -4.8886 3.9592 -5.9948  0.0933
C: -3.1190 6.2807 8.3635  0.0257
C: -3.0528 5.3661 7.3911  0.0260
C: -3.4922 5.6764 6.0164  -0.3563
O: -3.4338 4.8392 5.1262  0.0754
C: -4.0057 7.0362 5.7576  0.0334
C: -4.0719 7.9508 6.7299  0.0274
C: -3.6325 7.6405 8.1047  -0.3814
O: -3.6909 8.4776 8.9948  0.1049
H: -2.8016 6.0693 9.3773  0.1242
H: -2.6779 4.3645 7.5648  0.1236
H: -4.3231 7.2476 4.7438  0.1210
H: -4.4468 8.9523 6.5562  0.1250
C: 7.9810 -5.9210 -2.8777  0.0281
C: 8.0472 -6.8356 -3.8501  0.0269
C: 7.6078 -6.5253 -5.2248  -0.3822
O: 7.6662 -7.3624 -6.1149  0.1040
C: 7.0943 -5.1655 -5.4836  0.0237
C: 7.0281 -4.2509 -4.5113  0.0264
C: 7.4675 -4.5612 -3.1365  -0.3683
O: 7.4091 -3.7241 -2.2464  0.0627
H: 8.2984 -6.1324 -1.8639  0.1222
H: 8.4221 -7.8371 -3.6764  0.1248
H: 6.7769 -4.9541 -6.4974  0.1234
H: 6.6532 -3.2494 -4.6850  0.1229

The SMILES is COCCCCCCC[C@@H]1COC(=O)O1.O=C1C=CC(=O)C=C1.O=C1C=CC(=O)C=C1.O=C1C=CC(=O)C=C1.O=C1C=CC(=O)C=C1.O=C1C=CC(=O)C=C1.O=C1C=CC(=O)C=C1.O=C1C=CC(=O)C=C1.O=C1C=CC(=O)C=C1. For the electronic energy, the calculation gives -3783.698249 Eh.

---

Record 2
A single C24H22N4O5S molecule, computed with ωB97M-V with the def2-TZVPD basis set.

Last column: Löwdin charge in e.
Positions of all 56 atoms, in Å:
C: 2.9852 3.6685 2.1638  -0.0805
H: 2.9889 4.6695 2.5925  0.0949
O: 3.3810 3.8283 0.8225  -0.0782
C: 3.4118 2.7321 0.0168  -0.2630
C: 3.1194 1.4405 0.4319  0.0310
C: 3.1463 0.3931 -0.4866  -0.1555
C: 3.5146 0.6283 -1.8066  -0.0275
C: 3.8227 1.9156 -2.2099  -0.0638
C: 3.7594 2.9640 -1.3156  -0.0007
H: 3.9815 3.9753 -1.6168  0.1173
H: 4.1052 2.1043 -3.2343  0.1063
H: 3.5469 -0.2001 -2.4948  0.1119
C: 2.7762 -0.9612 -0.1110  -0.2475
N: 3.3291 -2.0430 -0.6029  0.0878
N: 2.7201 -3.1109 -0.0908  0.0409
C: 1.7814 -2.6834 0.7020  -0.6305
N: 1.7655 -1.3147 0.7486  0.0221
C: 0.7969 -0.4967 1.4299  -0.0610
C: 0.2534 0.5621 0.5260  -0.2767
C: -0.0729 0.5423 -0.7967  -0.0106
C: -0.5169 1.8507 -1.1080  -0.0330
C: -0.4266 2.5621 0.0453  -0.1146
O: 0.0433 1.7916 1.0435  0.0332
H: -0.6407 3.5856 0.2820  0.1217
H: -0.8550 2.2010 -2.0605  0.1131
H: -0.0039 -0.2892 -1.4674  0.1230
H: 1.2360 -0.0285 2.3182  0.1391
H: -0.0012 -1.1679 1.7730  0.0898
S: 0.6460 -3.6904 1.5683  0.9720
C: -0.1746 -4.4236 0.1058  -0.3388
H: -0.8644 -5.1753 0.4881  0.0847
H: 0.5897 -4.8843 -0.5180  0.0870
C: -0.9019 -3.3335 -0.6707  -0.5447
O: -0.6553 -3.0940 -1.8285  0.0812
N: -1.8095 -2.6682 0.0930  0.1112
C: -2.5033 -1.4974 -0.2473  -0.2398
C: -2.9106 -0.6592 0.7830  0.0548
C: -3.5466 0.5403 0.5035  -0.1983
C: -3.7696 0.9120 -0.8258  -0.2140
C: -3.4023 0.0442 -1.8452  0.0116
C: -2.7790 -1.1549 -1.5670  -0.0210
H: -2.4804 -1.8105 -2.3664  0.1091
H: -3.6067 0.3375 -2.8618  0.1255
O: -4.3392 2.1151 -1.1575  -0.0250
C: -4.3466 3.0364 -0.0910  -0.1482
C: -4.8247 2.3549 1.1902  -0.1439
H: -4.8539 3.0542 2.0269  0.1328
O: -3.9295 1.3281 1.5576  -0.0218
H: -5.8264 1.9357 1.0237  0.1396
H: -5.0169 3.8456 -0.3838  0.1335
H: -3.3332 3.4309 0.0666  0.1242
H: -2.7397 -0.9153 1.8177  0.1312
H: -1.8494 -2.9218 1.0723  0.1188
H: 2.8938 1.2382 1.4658  0.1076
H: 1.9775 3.2466 2.2372  0.0844
H: 3.6880 3.0386 2.7191  0.0975

The relative energy (zero: lowest compared OMol25 entry of this formula, charge and spin) is 89.3 kcal/mol. The SMILES is COc1cccc(-c2nnc(SCC(=O)Nc3ccc4c(c3)OCCO4)n2Cc2ccco2)c1. For the electronic energy, the calculation gives -1921.151786 Eh.

---

Record 3
2 unconnected molecules or ions with the total composition C16H17N, computed with ωB97M-V with the def2-TZVPD basis set.

Last column: Löwdin charge in e.
Positions of all 34 atoms, in Å:
C: 3.3795 -1.4885 -0.7023  -0.0681
C: 1.1543 -2.6208 -1.4992  -0.0353
C: 2.1457 -2.2833 -0.4956  -0.3127
C: 0.0302 -3.2828 -1.0431  -0.0795
C: -0.1922 -3.7086 0.3491  -0.0803
C: 1.8833 -2.7209 0.7587  -0.1133
C: 0.8347 -3.5888 1.2600  -0.0676
H: 1.3133 -2.3427 -2.5430  0.1102
H: -0.7773 -3.5845 -1.6293  0.0696
H: 3.2789 -0.5768 -1.2713  0.0672
H: 4.1730 -2.1574 -1.3086  0.1338
H: -1.1391 -4.1200 0.6768  0.0913
H: 2.4861 -2.3951 1.6441  0.1179
H: 0.9990 -4.0633 2.2374  0.1074
H: 3.8546 -1.1255 0.1553  0.0458
C: -2.2307 1.8302 -2.3736  -0.0406
C: -1.2011 1.9265 0.0420  -0.1382
C: -1.8738 2.5019 -1.0714  -0.2365
C: -1.2846 2.8922 1.2007  -0.1997
C: -2.3579 3.7503 -0.6509  -0.0387
C: -0.4840 0.7230 0.1556  -0.0208
C: 0.3830 0.4696 1.2862  -0.0871
C: 0.2096 1.3244 2.3916  -0.0822
C: -0.6570 2.5452 2.3446  -0.0458
N: -2.1150 3.9444 0.7188  0.0611
H: -0.4793 -0.1088 -0.6611  0.1209
H: 1.1326 -0.3230 1.4220  0.0783
H: 0.6142 1.0803 3.3678  0.0806
H: -2.1619 2.5955 -3.0346  0.0299
H: -3.3421 1.5422 -2.3388  0.1074
H: -2.7314 4.4540 -1.3044  0.0905
H: -2.4723 4.6869 1.3034  0.1412
H: -0.6393 3.3578 3.1519  0.1196
H: -1.7333 0.8664 -2.5387  0.0735

The relative energy (zero: lowest compared OMol25 entry of this formula, charge and spin) is 68.8 kcal/mol. The SMILES is Cc1c[nH]c2ccccc12.Cc1ccccc1. For the electronic energy, the calculation gives -674.547001 Eh.

---

Record 4
A molecular structure, C18H33BrCl2NNdO3SSi, computed with ωB97M-V with the def2-TZVPD basis set.

Last column: Löwdin charge in e.
Positions of all 61 atoms, in Å:
Nd: -0.4408 2.5835 -0.0759  1.5358
Cl: -0.5658 -0.1764 -0.9608  0.5930
C: 1.1724 -0.5092 -1.0154  -0.8529
Cl: 2.0046 1.0486 -0.8053  0.5800
H: 1.4389 -0.9324 -1.9878  0.0658
H: 1.4490 -1.1705 -0.1925  0.0603
C: 0.5112 4.3957 -2.5787  -0.0258
C: -0.4756 3.4723 -3.3298  -0.6109
C: -1.2822 4.2905 -4.3322  0.0027
C: 0.2923 2.3473 -4.0260  -0.0069
O: -1.3300 2.8078 -2.3593  -0.3494
Si: -2.7241 3.4609 -1.6060  -0.0876
S: -3.0231 1.9603 -0.1504  0.3650
O: -1.7798 4.6242 -0.8123  -0.3199
C: -2.1011 5.6335 0.1582  -0.6385
C: -2.9855 6.7050 -0.4670  0.0117
C: -0.7376 6.2035 0.5799  -0.0073
C: -2.7585 4.9785 1.3732  -0.0395
O: -3.8625 4.0910 -2.5031  -0.1159
C: -5.1598 3.5585 -2.9014  -0.6129
C: -6.0612 3.5742 -1.6736  -0.0147
C: -5.6683 4.4764 -4.0039  -0.0049
C: -4.9646 2.1402 -3.4122  -0.0206
H: 1.2717 4.7595 -3.2687  0.1157
H: 1.0421 3.8478 -1.7549  0.0423
H: -0.0136 5.2678 -2.1836  0.0810
H: -0.6219 4.7280 -5.0750  0.1112
H: -1.8260 5.0869 -3.8324  0.0887
H: -1.9998 3.6541 -4.8396  0.0990
H: 0.9914 2.7489 -4.7519  0.1059
H: -0.4075 1.7032 -4.5492  0.1034
H: 0.8394 1.7452 -3.2927  0.0470
H: -2.5014 7.1324 -1.3396  0.1017
H: -3.1756 7.5012 0.2431  0.1069
H: -3.9338 6.2803 -0.7816  0.0859
H: -0.2782 6.7598 -0.2344  0.0963
H: -0.0614 5.3670 0.8709  0.0709
H: -0.8493 6.8709 1.4304  0.1071
H: -3.7182 4.5401 1.1121  0.0781
H: -2.9187 5.7236 2.1472  0.1086
H: -2.1038 4.1772 1.7796  0.0613
H: -6.1839 4.5868 -1.3005  0.0942
H: -5.6306 2.9546 -0.8910  0.0531
H: -7.0355 3.1701 -1.9233  0.1035
H: -5.7590 5.4988 -3.6535  0.0936
H: -6.6478 4.1361 -4.3236  0.1011
H: -4.9987 4.4566 -4.8590  0.0911
H: -4.6384 1.4876 -2.6056  0.0629
H: -4.2258 2.1225 -4.2068  0.0916
H: -5.9024 1.7571 -3.7951  0.1048
Br: 0.3830 -1.3011 5.9424  0.8705
C: 0.2390 -0.2129 4.4113  -0.6443
C: 1.3751 0.3098 3.7909  -0.0704
C: 1.2197 1.1091 2.6784  -0.1431
N: 0.0270 1.4084 2.1257  -0.1313
C: -1.0646 0.8845 2.7290  -0.1430
C: -1.0055 0.0838 3.8516  -0.0646
H: 2.3588 0.0924 4.1755  0.1203
H: 2.0993 1.5316 2.2060  0.1025
H: -2.0340 1.1103 2.2774  0.0679
H: -1.9140 -0.3042 4.2852  0.1221

As for the spin multiplicity: 4. The relative energy (zero: lowest compared OMol25 entry of this formula, charge and spin) is 17.8 kcal/mol. Its total charge is +2. For the electronic energy, the calculation gives -5729.362131 Eh.

---

Record 5
A molecular structure, C2H6F4N2Si2, computed with ωB97M-V with the def2-TZVPD basis set.

Last column: Löwdin charge in e.
Positions of all 16 atoms, in Å:
C: 0.3063 -0.1271 1.7233  -0.1319
C: -1.9559 2.2149 -1.0201  -0.2739
N: 0.5342 -0.7830 0.4331  -0.2145
N: -1.1760 1.0963 -1.4562  -0.2118
F: 0.0666 -1.0285 -2.1843  -0.1380
F: 1.2587 -2.8877 -1.0323  -0.0366
F: 2.1790 -2.6327 1.4430  -0.0318
F: 3.1576 -1.4589 -0.4652  -0.0381
Si: -0.2760 -0.0990 -0.8972  0.4979
Si: 1.7605 -1.9233 0.1008  0.1108
H: -0.1707 -0.7876 2.3926  0.0704
H: 1.1596 0.2525 2.2667  0.0901
H: -0.4134 0.6779 1.5991  0.0716
H: -2.3803 2.6055 -2.0666  0.1029
H: -2.7701 1.8954 -0.3540  0.0517
H: -1.2799 2.9853 -0.4827  0.0810

For the electronic energy, the calculation gives -1168.039765 Eh.

---

Record 6
A gas-phase ion, C14H20BrClNO (charge +1), computed with ωB97M-V with the def2-TZVPD basis set.

Last column: Löwdin charge in e.
Positions of all 38 atoms, in Å:
C: -0.6426 -0.4029 -2.6900  0.0544
C: -0.2828 0.8459 -2.9224  -0.1533
C: 1.0537 1.3921 -2.5032  -0.1311
N: 0.9744 1.9296 -1.1180  0.0105
H: 1.9156 2.0784 -0.7432  0.1537
C: 0.1781 3.1675 -0.9726  -0.1328
C: -0.0291 3.5231 0.4972  -0.1561
H: -0.3780 4.5553 0.5327  0.1252
H: 0.9247 3.4878 1.0284  0.1243
C: -1.0641 2.6568 1.2238  -0.1453
H: -1.3708 3.1813 2.1284  0.1278
H: -1.9495 2.5311 0.5993  0.1272
C: -0.5832 1.2776 1.6589  -0.1693
H: -1.3073 0.8441 2.3543  0.1283
H: 0.3922 1.3330 2.1573  0.1256
O: -0.4858 0.4283 0.5012  -0.2064
C: -0.2419 -0.9044 0.7676  -0.3703
C: 1.0512 -1.4034 0.8906  -0.5510
C: 1.2819 -2.7471 1.1211  -0.0448
C: 0.2154 -3.6340 1.2332  -0.2538
C: -1.0810 -3.1480 1.0963  -0.0595
C: -1.3013 -1.8033 0.8667  -0.5694
Br: -3.0573 -1.1171 0.6388  0.8315
H: -1.9209 -3.8213 1.1685  0.1198
C: 0.4538 -5.0807 1.5089  -0.0308
H: -0.2741 -5.6991 0.9906  0.0884
H: 0.3503 -5.2716 2.5772  0.0972
H: 1.4543 -5.3784 1.2088  0.0851
H: 2.2946 -3.1083 1.2131  0.1208
Cl: 2.3925 -0.3135 0.7313  0.7664
H: -0.7886 3.0022 -1.4500  0.1338
H: 0.6918 3.9808 -1.4897  0.1396
H: 0.4986 1.1966 -0.5095  0.0919
H: 1.7967 0.5924 -2.5040  0.1308
H: 1.3823 2.1859 -3.1768  0.1344
H: -0.9529 1.5282 -3.4229  0.1070
H: -1.6073 -0.7766 -2.9825  0.0751
H: 0.0163 -1.1085 -2.2093  0.0753

Its total charge is +1. The SMILES is C=CC[NH2+]CCCCOc1c(Cl)cc(C)cc1Br. For the electronic energy, the calculation gives -3709.431958 Eh.